[1]
14
Properties=species:S:1:pos:R:3 method="wB97M-V/def2-TZVPD" smiles="Cl/C=C/C=C/C=C/Cl" lumo_ev=-0.3 relative_energy_kj_mol=199.3
Cl -0.26392 4.35722 1.66404
C -0.23218 2.55049 1.86710
C -0.40894 1.80061 0.72090
C -0.15838 0.35877 0.63218
C -0.06153 -0.39254 -0.50578
C 0.31939 -1.79902 -0.64800
C 0.25250 -2.54665 -1.84428
Cl 0.72887 -4.21872 -1.93985
H 0.01914 1.96395 2.82005
H -0.46889 2.35992 -0.18297
H -0.32170 -0.25487 1.42200
H -0.07396 0.17727 -1.42223
H 0.93180 -2.22839 0.13775
H -0.26222 -2.12803 -2.72091

[2]
20
Properties=species:S:1:pos:R:3 method="wB97M-V/def2-TZVPD" total_charge=+4 lumo_ev="-20.3 / -20.2" relative_energy_kj_mol=0.0
Tl -2.30666 -0.99476 -3.83298
In 0.28839 -0.22414 0.37256
Cl -0.45849 -1.69387 -1.51740
Cl -0.61064 1.94664 -0.16540
C 2.07755 1.72122 0.72549
C -0.12540 -2.48750 -4.38133
C -0.28456 0.77743 -4.50699
O 2.38439 2.81092 0.66092
O 0.71189 -3.26233 -4.33648
O 0.54866 1.41157 -4.94902
C -1.23612 0.68223 4.26286
C -0.42508 -0.10748 3.32454
C 0.89902 -0.61130 3.75388
O -0.90038 -0.36240 2.16007
H -0.89134 0.44778 5.27549
H -2.30244 0.44343 4.14574
H -1.13949 1.77106 4.07266
H 1.03984 -1.63778 3.39439
H 1.73223 0.00606 3.37606
H 1.00143 -0.63038 4.84984

[3]
17
Properties=species:S:1:pos:R:3 method="wB97M-V/def2-TZVPD" s2=2.044 lumo_ev="0.6 / -2.5" relative_energy_kj_mol=353.4 spin_multiplicity=3
C -0.89478 -0.81453 -1.52926
C 0.06425 -1.74758 -1.25024
C 1.09708 -1.57253 -0.26563
C 1.85578 -0.53882 0.02406
C 2.66859 0.47216 0.10688
C -2.01632 1.72317 1.31727
N -1.08725 0.22880 -0.67340
N -0.28846 0.96403 -0.10769
O -0.75387 1.83692 0.73080
Cl 0.13369 -3.39218 -2.01068
Cl 1.56875 -2.95274 0.79456
H -1.62495 -0.89159 -2.26713
H 2.53474 1.16752 0.96063
H 3.72007 0.38899 -0.23156
H -3.01754 1.82584 0.66783
H -1.95487 2.54320 1.96018
H -2.00492 0.75933 1.77340

[4]
14
Properties=species:S:1:pos:R:3 method="wB97M-V/def2-TZVPD" lumo_ev=1.0 relative_energy_kj_mol=159.9
C 1.09725 0.41497 -0.05562
C -0.02254 0.14307 1.03214
C -0.96992 0.95696 0.04361
C -0.05781 0.28065 -0.99715
C -0.48693 -1.21210 -0.64971
C -0.40655 -1.27188 0.64719
H 0.11175 0.37279 2.10564
H -1.95702 0.73437 -0.08205
H -0.84926 2.05820 0.10979
H 0.20549 0.60862 -2.00654
H -0.50237 -2.06531 -1.43285
H -0.42816 -2.17736 1.24386
F 1.59580 1.75201 0.05184
Cl 2.67027 -0.59499 -0.01015

[5]
16
Properties=species:S:1:pos:R:3 method="wB97M-V/def2-TZVPD" smiles="F[C@H]1S[C@@]12C[C@H](S)C=C2Cl" lumo_ev=0.6
F 1.72076 2.70676 -0.50061
C 2.16858 1.64565 0.11564
S 1.66351 1.08877 1.75342
C 1.27363 0.34565 0.14381
C -0.15968 0.59008 -0.47253
C -1.02075 -0.58287 -0.14339
S -1.64932 -0.81948 1.56767
C -0.07630 -1.72512 -0.16080
C 1.15881 -1.28914 -0.01408
Cl 2.54039 -2.22629 0.10254
H 3.27533 1.64824 -0.19321
H -0.56674 1.56108 -0.05122
H 0.00143 0.68095 -1.53392
H -1.94844 -0.67844 -0.81712
H -0.39276 -0.51095 2.20315
H -0.22881 -2.80887 -0.12083

[6]
16
Properties=species:S:1:pos:R:3 method="wB97M-V/def2-TZVPD" smiles="N=[P@@](Cl)(I)c1ccccc1" lumo_ev=-0.5 relative_energy_kj_mol=0.0
N 2.91760 2.34104 -0.44945
P 2.68647 0.50420 -0.46230
Cl 3.25791 -0.42474 -2.12502
I 3.97902 -0.68986 1.27647
C 0.99922 -0.03362 -0.16727
C -0.00961 0.91282 -0.10195
C -1.31187 0.48582 0.10420
C -1.58637 -0.86627 0.24114
C -0.56766 -1.80434 0.16833
C 0.73481 -1.39133 -0.03968
H 3.83123 2.48191 -0.86875
H 0.25004 1.95464 -0.20771
H -2.11312 1.20666 0.15705
H -2.60241 -1.19416 0.40720
H -0.78532 -2.85633 0.27496
H 1.53579 -2.11490 -0.09527

[7]
21
Properties=species:S:1:pos:R:3 method="wB97M-V/def2-TZVPD" total_charge=-1 lumo_ev=1.4 relative_energy_kj_mol=0.0
O 1.67876 3.90341 1.21363
N 1.34150 2.65449 0.50531
P 2.56114 1.82363 -0.09423
O 3.91557 2.06494 0.84532
Cl 3.20712 2.96819 -1.88669
H 2.40164 4.34045 0.74601
H 3.94835 2.95436 1.21748
C -0.27130 -2.07852 -0.95446
C -1.27041 -2.85331 -0.52583
C -2.43206 -2.30562 0.25033
O -3.30922 -3.09286 0.58189
C -2.44621 -0.89786 0.56933
C -1.44021 -0.10121 0.15268
C -0.29911 -0.64732 -0.66330
O 0.53009 0.14559 -1.02800
O -1.38510 1.17553 0.43620
O -1.32694 -4.16616 -0.75217
H 0.56494 -2.46177 -1.52154
H -3.27572 -0.52458 1.15215
H -0.53506 1.55966 0.08781
H -2.15777 -4.46102 -0.33192

[8]
19
Properties=species:S:1:pos:R:3 method="wB97M-V/def2-TZVPD" smiles="CS(=O)(=O)C(F)(F)c1ccncn1" lumo_ev=0.2 relative_energy_kj_mol=67.8
C -2.87868 -0.76629 -0.25983
S -1.43325 0.17520 -0.50724
O -1.44135 1.40694 0.30656
O -1.03768 0.38832 -1.89159
C -0.21166 -0.89923 0.29776
F -0.35114 -2.19102 -0.15801
F -0.52424 -0.95459 1.58071
C 1.61117 -0.58331 0.16151
C 2.19540 0.09248 1.19755
C 3.55457 0.55206 0.87215
N 4.18599 0.05480 -0.15914
C 3.49273 -0.71654 -1.03583
N 2.20740 -0.94782 -0.93263
H -3.74558 -0.19675 -0.66073
H -2.72848 -1.61009 -0.86010
H -2.84283 -1.07860 0.79238
H 1.73770 0.38664 2.07567
H 4.19728 0.97002 1.56255
H 4.02654 -1.33647 -1.70258

[9]
16
Properties=species:S:1:pos:R:3 method="wB97M-V/def2-TZVPD" smiles="C=C1[C@@H](CC(=O)O)C1(F)F" lumo_ev=0.5 relative_energy_kj_mol=229.0
C 1.28576 2.09741 -0.23038
C 1.15266 0.92064 0.37534
C 0.49217 -0.22852 1.10426
C -1.05472 -0.23365 1.37855
C -1.86613 -0.18657 0.14659
O -2.20670 -1.19173 -0.59160
O -2.07320 1.04644 -0.38257
C 1.37472 -0.27133 -0.14088
F 0.70644 -0.58209 -1.36983
F 2.33467 -1.23012 0.04819
H 0.85566 2.84475 0.41032
H 1.67788 2.18648 -1.25436
H 1.25252 -0.79383 1.74110
H -1.25527 -1.15996 1.93659
H -1.19450 0.70324 2.07781
H -2.77380 1.10360 -1.02425

[10]
20
Properties=species:S:1:pos:R:3 method="wB97M-V/def2-TZVPD" total_charge=+1 lumo_ev=-5.5
O 0.00537 -1.41172 2.67112
C 0.35998 -0.75196 1.54428
O 1.20968 0.47871 1.41828
C 2.16357 0.41929 0.26149
O 2.21746 1.68417 -0.52851
C 1.48432 -0.70761 -0.76983
C 0.04814 -1.10014 -0.02684
C -1.36015 -0.62824 -0.71982
F -1.17357 -0.72145 -2.19297
F -2.44842 -1.56384 -0.33953
C -1.84654 0.89234 -0.34467
F -2.80295 1.30106 -1.44048
F -0.76499 1.90576 -0.32312
H 3.28056 0.20164 0.59910
H 2.42081 2.38260 0.16867
H 1.38097 -0.30969 -1.87653
H 2.26404 -1.60695 -0.70582
H -0.02767 -2.28550 -0.12101
H -2.50767 0.87948 0.64417
Na -3.90295 0.94205 2.08205

[11]
16
Properties=species:S:1:pos:R:3 method="wB97M-V/def2-TZVPD" s2=6.041 total_charge=+1 lumo_ev="-5.9 / -9.1" relative_energy_kj_mol=0.0 spin_multiplicity=5
O 2.30218 0.87715 -0.66777
C 2.27686 -0.35948 -0.23549
O 3.20663 -1.16189 -0.31939
C -2.72138 -0.81355 -0.29573
H -2.77493 -1.76331 0.26192
H -2.65294 -1.11141 -1.35534
C -3.94606 0.04887 -0.04370
H -3.92977 0.95167 -0.66928
H -4.85812 -0.51499 -0.27855
H -3.99855 0.36408 1.00694
C 0.97051 -0.50816 0.44079
C -0.16759 -0.91914 -0.14190
C -1.40845 -0.18556 0.05428
O -1.35824 1.00472 0.46476
Ir 0.55515 1.56303 0.27956
H 0.03140 -2.07310 -0.06739

[12]
16
Properties=species:S:1:pos:R:3 method="wB97M-V/def2-TZVPD" s2=0.758 lumo_ev="-1.6 / -1.6" relative_energy_kj_mol=234.6 spin_multiplicity=2
O -3.88417 0.71237 1.07244
C -3.29239 0.01452 0.22545
O -3.67052 -0.31930 -0.91458
C 1.27578 -0.04165 1.59133
H 1.10805 -0.96445 2.16986
H 0.69525 0.73578 2.11333
C 2.75281 0.30976 1.55690
H 2.93274 1.25425 1.02033
H 3.13175 0.45229 2.57604
H 3.34596 -0.50134 1.10660
C -1.91262 -0.44324 0.65082
C -0.71980 -0.72563 0.21133
C 0.63277 -0.24049 0.23879
O 1.21928 0.05131 -0.81318
K 3.53000 0.14561 -1.82532
H -1.43024 -1.82533 0.63534

Number 1: E -31361.5616 eV. Number 2: E -49367.7146 eV. Number 3: E -36382.8675 eV. Number 4: E -21556.5040 eV. Number 5: E -43226.9893 eV. Number 6: E -37721.1450 eV. Number 7: E -41906.3300 eV. Number 8: E -29661.8051 eV. Number 9: E -15845.0597 eV. Number 10: E -27736.6555 eV. Number 11: E -15284.8015 eV. Number 12: E -28781.2477 eV.